[1]
Here is a structure of composition C4H12N3O2P in a non-equilibrium geometry from the Open Molecules 2025 dataset. Energies are from the ωB97M-V functional and the def2-TZVPD basis.

The geometry in XYZ format:
```
22
Properties=species:S:1:pos:R:3:forces:R:3
C 2.48649 0.57450 0.00593 -1.7 -2.0 2.1
C 2.01814 0.75687 -1.37910 -1.1 0.3 -2.2
C -1.70662 0.68428 0.81194 -2.9 0.5 1.2
C -2.45232 -1.37826 -0.28737 0.1 1.6 3.8
N 1.18888 -0.60402 0.69714 3.5 2.4 -0.6
N 1.99592 -1.67302 1.19779 -1.4 -2.9 -1.8
N -1.40366 -0.32088 -0.12459 0.4 -2.2 -1.1
O 0.18764 -2.04737 -1.30604 -0.3 -2.2 -0.6
O 0.64252 0.42138 -1.50326 -1.5 0.5 1.1
P 0.13103 -0.79644 -0.59792 0.0 2.0 0.6
H 3.49367 0.01742 0.11189 -1.9 1.2 0.3
H 2.23268 1.49317 0.60465 0.9 -1.2 -0.3
H 1.98855 1.80139 -1.72086 0.8 -0.2 0.2
H 2.40112 0.11526 -2.16594 1.4 0.1 0.2
H -1.96951 0.32961 1.83154 0.5 -0.4 -0.3
H -0.97252 1.42936 0.95743 0.9 0.8 -0.3
H -2.70238 1.15396 0.53024 1.2 0.0 -0.1
H -2.59921 -1.57003 -1.27880 0.3 -1.6 -2.5
H -2.32365 -2.18524 0.48987 0.0 0.3 -1.4
H -3.41517 -0.93134 -0.02430 0.1 0.3 0.3
H 1.54112 -2.65049 1.03667 0.9 2.4 0.0
H 2.09797 -1.57704 2.17213 -0.2 0.3 1.4
```
Positions in Å, forces in eV/Å.

Orbital gap = 9.355 eV
Energy above the lowest of the compared OMol25 structures with the same formula, charge and spin = 251.9 kJ/mol
Multiplicity = 1
Highest occupied orbital energy = -8.492 eV

***

[2]
Here is a cluster of 2 separate species, C4H12N3O2P in total in a non-equilibrium geometry from the Open Molecules 2025 dataset. Energies are from the ωB97M-V functional and the def2-TZVPD basis.

The geometry in XYZ format:
```
22
Properties=species:S:1:pos:R:3:forces:R:3
C -1.04602 0.37831 -0.75426 -1.3 1.6 1.4
C -0.92301 -0.69614 -1.72797 -1.3 -3.4 0.3
C 1.30755 -2.50784 0.51716 1.4 -1.7 0.8
C -1.18360 2.50782 0.10956 -2.8 3.5 -1.9
N 1.24002 1.25072 1.36945 0.7 1.3 -1.5
N 1.05564 -1.24163 1.16380 0.8 -0.1 -1.4
N -0.87654 1.62433 -0.97688 0.1 -1.3 -0.3
O -1.46561 -0.09474 0.48674 -0.1 2.6 1.1
O 2.15842 0.07002 -0.93172 0.3 -0.8 -1.0
P 1.49452 0.09966 0.35163 -0.4 1.6 3.5
H -0.05302 -1.29134 -1.49517 0.7 0.1 -0.2
H -1.70235 -1.54469 -1.52719 0.8 1.9 -0.3
H -0.94881 -0.48153 -2.77862 0.1 0.6 -0.2
H 1.83479 -2.26107 -0.44552 -0.8 -0.6 0.7
H 2.15828 -3.09183 1.15869 -2.4 0.8 -1.5
H 0.31386 -3.06291 0.36003 1.8 0.4 0.2
H -0.58218 2.45657 0.97762 0.4 -0.5 1.1
H -1.05003 3.59361 -0.26723 0.1 -1.6 0.5
H -2.33822 2.55095 0.30548 1.9 -0.5 0.1
H 1.47095 2.17451 0.89670 -0.2 -1.4 0.9
H -1.48179 0.74367 1.13656 0.1 -2.7 -2.0
H 0.61716 -1.17644 2.07115 0.1 0.1 -0.3
```
Positions in Å, forces in eV/Å.

Orbital gap = 10.069 eV
Energy above the lowest of the compared OMol25 structures with the same formula, charge and spin = 214.0 kJ/mol
Multiplicity = 1
Highest occupied orbital energy = -9.565 eV

***

[3]
Here is the ion C4H12N3Si with charge +1 in a non-equilibrium geometry from the Open Molecules 2025 dataset. Energies are from the ωB97M-V functional and the def2-TZVPD basis.

The geometry in XYZ format:
```
20
Properties=species:S:1:pos:R:3:forces:R:3
C 1.99348 0.07529 1.52570 1.4 0.7 3.7
C 0.94847 0.90545 0.92126 -4.3 1.8 0.5
Si -0.00395 -0.07273 -0.39965 1.4 -0.1 -1.8
C -0.09543 -1.88109 -0.07222 0.9 -0.8 -0.9
C 0.51949 0.63444 -2.09175 -1.1 -1.3 -1.0
N -1.94887 0.02055 -0.81157 2.5 -0.3 -1.1
N -2.83457 0.40974 -0.24868 -2.2 0.0 1.7
N -3.68398 0.90576 0.36020 -2.2 1.4 1.0
H 1.70804 -0.70440 2.28876 -0.2 1.3 -0.4
H 2.49477 -0.52418 0.85516 1.6 -0.9 -1.9
H 2.72439 0.83792 2.00781 -0.9 -1.7 -0.6
H 0.19921 1.36322 1.71324 1.5 -0.9 -1.3
H 1.34566 1.78594 0.39273 -0.1 -0.3 0.2
H -0.21975 -1.95931 0.97619 0.2 -0.4 1.4
H -1.00085 -2.29970 -0.46058 -0.6 -0.2 -0.5
H 0.71057 -2.59211 -0.42628 -0.6 1.2 0.5
H -0.39365 1.14254 -2.53803 1.1 -0.7 0.3
H 1.23525 1.40866 -1.89108 0.5 0.3 -0.1
H 0.94035 -0.13598 -2.86074 -0.8 1.4 1.5
H -4.63864 0.68001 0.75954 1.8 -0.4 -0.9
```
Positions in Å, forces in eV/Å.

Orbital gap = 9.613 eV
Energy above the lowest of the compared OMol25 structures with the same formula, charge and spin = 26.6 kJ/mol
Multiplicity = 1
Total charge = +1
SMILES = CC[Si](C)(C)N=[N+]=N
Highest occupied orbital energy = -14.272 eV

***

[4]
Here is a structure of composition C4H12N4 in a non-equilibrium geometry from the Open Molecules 2025 dataset. Energies are from the ωB97M-V functional and the def2-TZVPD basis.

The geometry in XYZ format:
```
20
Properties=species:S:1:pos:R:3:forces:R:3
C 0.33233 -2.12436 0.31779 0.1 0.3 -0.1
N 0.97007 -0.91536 -0.14260 0.2 0.1 -0.4
N 1.64452 0.61114 1.91038 -1.2 0.9 0.2
H 1.97068 -0.80260 -0.06899 -0.4 -0.1 0.1
H 2.12014 1.14871 1.18476 -0.1 -0.1 0.0
H 2.14342 -0.27108 2.00028 -0.4 0.0 0.0
H -0.22436 -2.60868 -0.48899 0.0 -0.1 0.0
H 1.08828 -2.81922 0.69216 -0.1 0.1 -0.1
H -0.37039 -1.89922 1.12009 -0.1 -0.1 0.2
C -2.24423 1.14969 -0.79260 -0.2 -0.3 -0.5
C -1.14089 0.73495 0.09839 0.4 0.4 1.9
C 0.33841 0.06209 -0.91563 1.5 -0.7 -0.8
N -0.95063 0.81923 1.29350 0.6 0.1 -1.1
N 1.12680 1.11477 -1.19449 -0.6 0.1 0.3
H 0.24330 0.75029 1.71718 0.9 -0.8 -0.1
H 0.68209 1.72302 -1.88245 0.0 -0.2 0.0
H -0.17228 -0.42920 -1.76831 -0.8 0.4 0.4
H -3.06172 1.57491 -0.21451 0.1 0.0 0.1
H -1.88511 1.89364 -1.50800 0.0 -0.1 0.1
H -2.61041 0.28728 -1.35794 0.0 0.1 0.0
```
Positions in Å, forces in eV/Å.

Orbital gap (spin up / spin down) = 7.604 / 6.325 eV
Energy above the lowest of the compared OMol25 structures with the same formula, charge and spin = 517.3 kJ/mol
Multiplicity = 1
Highest occupied orbital energy (spin up / spin down) = -8.191 / -7.365 eV

***

[5]
Here is a cluster of 2 separate species, C4H12N4 in total in a non-equilibrium geometry from the Open Molecules 2025 dataset. Energies are from the ωB97M-V functional and the def2-TZVPD basis.

The geometry in XYZ format:
```
20
Properties=species:S:1:pos:R:3:forces:R:3
C 0.25144 1.89130 0.95092 0.4 -0.7 -0.4
C -0.31179 1.01746 -0.13451 -3.5 -1.3 1.4
C -0.88100 -0.21954 0.09624 -0.8 3.4 0.0
C -1.88574 -0.81268 -0.84880 0.5 -0.3 0.0
N -0.82120 -0.78435 1.37987 0.2 -0.8 1.0
H 0.89383 1.29946 1.60599 0.1 0.2 0.2
H 0.81789 2.72460 0.53530 0.1 0.0 0.1
H -0.55438 2.30040 1.56434 0.0 0.0 0.0
H -0.64934 1.54850 -1.01556 0.4 -0.3 -0.4
H -2.88120 -0.85248 -0.39941 0.0 0.1 0.1
H -1.59627 -1.83660 -1.09767 -0.1 -0.1 -0.1
H -1.95245 -0.24040 -1.77274 0.0 0.0 0.0
H 0.09800 -1.09238 1.68495 -0.1 0.3 -0.2
H -1.41061 -1.59482 1.52346 -0.1 0.1 -0.4
H 2.55485 -1.14355 0.59762 0.3 0.2 -0.7
N 1.83412 -1.74685 0.15668 -1.4 0.5 0.4
N 1.14234 -1.19962 -0.71732 2.6 0.3 -1.2
N 1.55437 0.05382 -1.20708 1.5 -1.1 0.1
H 1.50013 0.15993 -2.21421 0.0 -0.2 0.5
H 2.29701 0.52779 -0.68807 0.0 -0.4 -0.5
```
Positions in Å, forces in eV/Å.

Orbital gap = 7.504 eV
Energy above the lowest of the compared OMol25 structures with the same formula, charge and spin = 394.0 kJ/mol
Multiplicity = 1
SMILES = C/C=C(/C)N.[H]/N=N\N
Highest occupied orbital energy = -6.807 eV

***

[6]
Here is a structure of composition C4H12N4 in a non-equilibrium geometry from the Open Molecules 2025 dataset. Energies are from the ωB97M-V functional and the def2-TZVPD basis.

The geometry in XYZ format:
```
20
Properties=species:S:1:pos:R:3:forces:R:3
C -0.05963 0.00674 -0.47026 -5.2 -2.6 0.7
C -2.83892 -0.18321 -0.32349 -0.3 0.1 -0.3
C 0.56207 -1.10111 -1.28784 -0.1 0.1 0.1
N 1.97607 1.16830 -0.06244 -2.0 -1.5 1.3
N -1.68181 -0.66854 0.39866 2.0 0.6 -1.6
C 0.46235 0.33302 0.77447 5.1 2.7 -0.6
N 2.99517 1.27019 0.86602 0.6 0.4 0.4
N 0.51826 0.31791 1.99852 -0.3 0.2 -0.1
H 1.60498 2.09739 -0.24728 0.1 0.1 0.2
H -1.59604 -1.67318 0.25021 0.0 0.1 -0.1
H -0.45815 0.84989 -1.02873 0.2 0.0 0.0
H 3.54791 0.41969 0.86370 -0.2 0.1 0.0
H 2.65887 1.43707 1.81776 -0.1 -0.1 -0.1
H -0.31926 -0.04595 2.45096 0.0 -0.3 -0.2
H -2.92891 0.89708 -0.17283 0.0 -0.1 0.0
H -2.82693 -0.37022 -1.41094 0.0 0.0 0.1
H -3.76161 -0.63319 0.06738 0.2 0.0 0.0
H 0.93554 -1.89555 -0.64310 0.0 0.0 0.0
H -0.18201 -1.51804 -1.96639 0.0 0.0 0.0
H 1.39204 -0.70828 -1.87440 0.0 0.0 0.1
```
Positions in Å, forces in eV/Å.

Orbital gap (spin up / spin down) = 8.566 / 8.567 eV
Energy above the lowest of the compared OMol25 structures with the same formula, charge and spin = 487.6 kJ/mol
Multiplicity = 1
Highest occupied orbital energy (spin up / spin down) = -7.672 / -7.673 eV

***

Calculated DFT total energy, -22195.4090 -22195.8023 -16681.0896 -10297.9106 -10299.1879 -10298.2181 eV (same order as the records).